Arrangement A

Here is the molecule C4H8N4O from the OMol25 dataset. Energies are from the ωB97M-V functional and the def2-TZVPD basis.

```
17
Properties=species:S:1:pos:R:3
C 2.046 1.142 -0.258
C 0.610 0.926 -0.056
C -0.524 1.641 0.043
C -1.696 0.737 -0.018
O -2.860 1.076 0.073
N -1.240 -0.535 -0.087
N -1.922 -1.708 -0.188
N 0.155 -0.584 -0.294
N 0.828 -1.639 0.329
H 2.739 0.261 -0.337
H 2.393 1.857 0.521
H 2.204 1.730 -1.320
H -0.706 2.641 0.155
H -1.859 -2.284 0.659
H -2.579 -1.964 -0.903
H 0.573 -1.685 1.376
H 1.837 -1.612 0.307
```

Computed properties:
- LUMO energy: 0.53 eV
- Net charge: 0
- SMILES: Cc1cc(=O)n(N)n1N
- E_HOMO: -8.00 eV


Arrangement B

Here is the molecule C4H8N4O from the OMol25 dataset. Energies are from the ωB97M-V functional and the def2-TZVPD basis.

```
17
Properties=species:S:1:pos:R:3
N -2.084 0.944 -1.531
C -1.450 0.506 -0.572
C -0.938 -0.361 0.288
N -1.556 -0.731 1.482
C 0.554 -0.660 0.165
N 1.071 -1.103 1.440
C 1.186 0.674 -0.315
N 1.185 0.852 -1.666
O 1.823 1.379 0.444
H -2.161 1.958 -1.618
H -2.546 -0.919 1.392
H -1.011 -1.441 1.959
H 0.710 -1.440 -0.592
H 1.138 -0.294 2.056
H 2.014 -1.459 1.325
H 1.545 1.729 -2.012
H 0.520 0.366 -2.244
```

Computed properties:
- LUMO energy: 0.82 eV
- Net charge: 0
- SMILES: N=C=C(N)[C@H](N)C(N)=O
- E_HOMO: -7.60 eV


Result of the stability comparison: arrangement B is the most stable of them.


Arrangement A

Here is an isolated ion of composition C4H10N3 and charge +1 from the OMol25 dataset. Energies are from the ωB97M-V functional and the def2-TZVPD basis.

```
17
Properties=species:S:1:pos:R:3
C -1.019 -1.609 -0.128
N 0.240 -0.886 -0.140
C 1.667 -1.173 0.326
N 2.380 -0.149 0.208
C 1.679 0.859 -0.522
C 0.206 0.391 -0.530
N -0.539 1.259 0.729
H -0.922 -2.480 0.517
H -1.847 -0.815 0.286
H -1.194 -1.879 -1.240
H 1.786 -2.002 0.976
H 2.164 0.969 -1.543
H 1.809 1.888 0.017
H -0.486 0.583 -1.397
H -1.510 1.041 0.845
H -0.355 2.178 0.213
H 0.096 0.909 1.433
```

Computed properties:
- LUMO energy: -3.48 eV
- Net charge: +1
- SMILES: CN1C=NC[C@@H]1[NH3+]
- E_HOMO: -13.61 eV


Arrangement B

Here is a 2-piece molecular cluster, C4H10N3 overall from the OMol25 dataset. Energies are from the ωB97M-V functional and the def2-TZVPD basis.

```
17
Properties=species:S:1:pos:R:3
C -2.286 0.512 0.002
C -0.685 -1.014 0.169
C 2.290 0.059 -0.121
C 1.046 0.777 0.495
N -1.240 1.203 -0.104
N -2.150 -0.769 0.096
N -0.190 0.312 -0.180
H -3.213 1.039 -0.079
H -0.484 -1.367 1.230
H -0.270 -1.682 -0.559
H 3.174 0.526 -0.004
H 2.455 -0.956 0.106
H 1.890 0.056 -1.212
H 1.025 1.916 0.366
H 0.867 0.565 1.565
H -2.838 -1.510 -0.049
H 0.609 0.332 -1.722
```

Computed properties:
- LUMO energy (spin up / spin down): -5.81 / -5.80 eV
- Net charge: +1
- E_HOMO (spin up / spin down): -13.68 / -13.68 eV


Result of the stability comparison: arrangement A is the most stable of them.


Arrangement A

Here is an isolated ion of composition C4H10N3 and charge +1 from the OMol25 dataset. Energies are from the ωB97M-V functional and the def2-TZVPD basis.

```
17
Properties=species:S:1:pos:R:3
C -1.214 -1.261 0.135
C -0.031 -0.474 -0.546
N 0.201 -0.663 -1.915
N 1.208 -0.769 0.526
C 1.315 0.190 1.277
C 0.445 1.474 0.930
N -0.119 1.150 -0.395
H -1.028 -2.357 -0.011
H -2.226 -1.032 -0.169
H -1.198 -1.002 1.215
H -0.526 -1.274 -2.370
H 1.050 -1.086 -1.993
H 1.940 0.270 2.236
H -0.300 1.564 1.751
H 1.023 2.415 1.036
H -1.016 1.498 -0.544
H 0.476 1.356 -1.163
```

Computed properties:
- LUMO energy: -3.10 eV
- Net charge: +1
- SMILES: C[C@]1(N)N=CC[NH2+]1
- E_HOMO: -14.77 eV


Arrangement B

Here is an isolated ion of composition C4H10N3 and charge +1 from the OMol25 dataset. Energies are from the ωB97M-V functional and the def2-TZVPD basis.

```
17
Properties=species:S:1:pos:R:3
H 1.964 1.721 -1.916
N 1.807 0.682 -1.790
N 0.671 0.376 -1.639
C -0.266 -0.231 -1.107
N -1.402 -0.551 -1.654
C -0.191 -0.525 0.765
C -1.002 0.650 1.321
C 1.304 -0.453 1.056
H -1.989 -1.259 -1.153
H -1.548 -0.502 -2.639
H -0.799 -1.432 1.067
H -1.135 0.397 2.369
H -2.001 0.713 0.805
H -0.380 1.614 1.271
H 1.790 -0.131 0.075
H 1.750 -1.380 1.396
H 1.427 0.310 1.771
```

Computed properties:
- LUMO energy: -5.59 eV
- Net charge: +1
- SMILES: [H]/N=N/C(=[NH2+])C(C)C
- E_HOMO: -14.25 eV


Arrangement C

Here is an isolated ion of composition C4H10N3 and charge +1 from the OMol25 dataset. Energies are from the ωB97M-V functional and the def2-TZVPD basis.

```
17
Properties=species:S:1:pos:R:3
C 2.562 0.533 0.241
C 1.272 -0.105 0.022
N 0.841 -1.246 0.217
C -0.509 -1.451 -0.193
C -1.060 -0.040 -0.572
N -2.040 0.436 0.606
N 0.010 0.836 -0.554
H 3.091 0.000 1.028
H 2.442 1.578 0.519
H 3.161 0.486 -0.667
H -1.070 -1.947 0.598
H -0.513 -2.127 -1.053
H -1.698 -0.038 -1.455
H -1.906 -0.132 1.453
H -3.024 0.389 0.326
H -1.787 1.410 0.826
H 0.227 1.420 -1.343
```

Computed properties:
- LUMO energy: -3.38 eV
- Net charge: +1
- SMILES: CC1=NC[C@@H]([NH3+])N1
- E_HOMO: -14.07 eV


Arrangement D

Here is an isolated ion of composition C4H10N3 and charge +1 from the OMol25 dataset. Energies are from the ωB97M-V functional and the def2-TZVPD basis.

```
17
Properties=species:S:1:pos:R:3
C 0.114 -1.712 1.566
C -0.590 0.518 1.157
C -0.340 0.347 -0.488
C -1.408 -0.735 -0.930
N -0.275 -0.598 1.761
N 0.878 -0.196 -0.624
N 1.904 0.814 -0.905
H 0.322 -2.586 2.124
H -0.096 1.430 1.586
H -1.697 0.580 1.387
H -0.535 1.386 -0.737
H -1.147 -1.088 -1.951
H -2.326 -0.202 -0.843
H -1.346 -1.449 -0.187
H 1.754 1.735 -0.294
H 1.904 1.273 -1.842
H 2.882 0.482 -0.780
```

Computed properties:
- LUMO energy (spin up / spin down): -4.73 / -4.73 eV
- Net charge: +1
- E_HOMO (spin up / spin down): -12.14 / -12.14 eV


Result of the stability comparison: arrangement C is the most stable of them.


Arrangement A

Here is a 2-piece molecular cluster, C4H10N3 overall from the OMol25 dataset. Energies are from the ωB97M-V functional and the def2-TZVPD basis.

```
17
Properties=species:S:1:pos:R:3
C -0.848 -0.272 0.190
C 2.084 -0.131 -0.114
C -1.641 0.328 -0.853
C -0.123 0.460 0.999
N -0.696 -1.632 0.193
N 2.770 0.949 0.039
N 1.852 -1.289 -0.230
H -1.701 -0.154 -1.867
H -1.315 1.354 -1.023
H -2.680 0.456 -0.463
H -0.152 1.464 0.992
H 0.576 -0.110 1.549
H -0.537 -2.115 1.132
H 2.305 1.752 0.425
H 3.857 1.114 -0.053
H -1.293 -1.990 -0.533
H 0.879 -1.722 -0.246
```

Computed properties:
- LUMO energy (spin up / spin down): -4.43 / -4.43 eV
- Net charge: +1
- E_HOMO (spin up / spin down): -13.39 / -13.39 eV


Arrangement B

Here is an isolated ion of composition C4H10N3 and charge +1 from the OMol25 dataset. Energies are from the ωB97M-V functional and the def2-TZVPD basis.

```
17
Properties=species:S:1:pos:R:3
C -1.831 -0.793 -0.728
C -1.070 0.734 0.983
C 0.539 0.453 0.264
C 0.731 1.600 -0.639
N -1.882 0.006 0.167
N 0.623 -0.675 -0.440
N 1.043 -1.819 0.190
H -2.396 -1.242 -1.587
H -1.035 0.384 1.977
H -1.387 1.798 0.946
H 1.071 0.324 1.113
H 1.681 1.417 -1.167
H 0.570 2.654 -0.440
H 0.095 1.520 -1.519
H 0.210 -2.384 0.750
H 1.872 -1.512 0.738
H 1.165 -2.464 -0.607
```

Computed properties:
- LUMO energy: -4.25 eV
- Net charge: +1
- E_HOMO: -12.89 eV


Arrangement C

Here is a 2-piece molecular cluster, C4H10N3 overall from the OMol25 dataset. Energies are from the ωB97M-V functional and the def2-TZVPD basis.

```
17
Properties=species:S:1:pos:R:3
C 3.313 -0.843 0.320
C -1.073 -0.104 0.181
C 0.342 1.816 0.030
C -3.482 -0.758 -0.031
N 2.392 -0.622 -0.451
N 0.086 0.343 0.144
N -2.212 -0.358 0.339
H 3.222 -0.977 1.402
H 4.339 -1.062 0.266
H 0.510 1.874 -1.028
H -0.692 2.111 0.133
H 1.034 2.246 0.638
H -3.482 -1.756 0.311
H -3.609 -0.911 -1.121
H -4.168 -0.077 0.498
H 0.969 -0.179 -0.099
H 2.513 -0.744 -1.533
```

Computed properties:
- LUMO energy: -3.06 eV
- Net charge: +1
- E_HOMO: -14.30 eV


Arrangement D

Here is a 2-piece molecular cluster, C4H10N3 overall from the OMol25 dataset. Energies are from the ωB97M-V functional and the def2-TZVPD basis.

```
17
Properties=species:S:1:pos:R:3
C -0.287 -0.320 -2.466
C -1.080 0.807 -0.556
C 0.313 0.972 0.049
C 2.500 0.109 -0.157
N -1.010 0.293 -1.775
N 1.201 0.292 -0.512
N -1.929 -1.147 1.758
H 0.186 -0.529 -3.391
H -1.559 0.037 0.263
H -1.674 1.795 -0.611
H 0.314 1.511 1.002
H 2.423 -0.541 0.740
H 3.184 -0.470 -0.934
H 3.083 0.999 0.162
H -1.406 -1.977 1.800
H -2.821 -1.173 2.197
H -1.439 -0.658 2.432
```

Computed properties:
- LUMO energy: -4.57 eV
- Net charge: +1
- E_HOMO: -13.97 eV


Result of the stability comparison: arrangement A is the most stable of them.


Arrangement A

Here is C2H5BrN as an isolated structure from the OMol25 dataset. Energies are from the ωB97M-V functional and the def2-TZVPD basis.

```
9
Properties=species:S:1:pos:R:3
C 0.454 -0.496 -0.378
C -0.716 -0.820 0.442
N -0.088 0.501 0.555
Br -0.617 -1.954 1.978
H 1.411 -0.928 -0.106
H 0.344 -0.288 -1.435
H -2.016 -0.867 -0.103
H 0.439 0.682 1.415
H -0.552 1.339 0.202
```

Computed properties:
- LUMO energy: -3.83 eV
- Net charge: +1
- E_HOMO: -15.37 eV


Arrangement B

Here is an isolated ion of composition C2H5BrN and charge +1 from the OMol25 dataset. Energies are from the ωB97M-V functional and the def2-TZVPD basis.

```
9
Properties=species:S:1:pos:R:3
Br 2.568 -0.086 0.063
C 0.452 0.046 -0.645
C -0.412 0.783 0.215
N -0.380 -0.766 0.201
H 0.364 0.134 -1.791
H 0.130 1.160 1.155
H -1.408 1.069 -0.163
H -0.056 -1.098 1.172
H -1.258 -1.241 -0.207
```

Computed properties:
- LUMO energy: -5.48 eV
- Net charge: +1
- SMILES: Br[C@@H]1C[NH2+]1
- E_HOMO: -15.25 eV


Result of the stability comparison: arrangement A is the most stable of them.


Arrangement A

Here is the molecule C6H7NO3 from the OMol25 dataset. Energies are from the ωB97M-V functional and the def2-TZVPD basis.

```
17
Properties=species:S:1:pos:R:3
O -3.408 -0.475 -0.187
C -2.555 -1.245 0.138
C -1.145 -0.829 0.501
C -0.992 0.682 -0.016
C 0.357 1.139 -0.059
C 1.296 1.795 -0.654
C 1.699 0.910 0.504
O 2.312 -0.366 0.368
N 2.572 -0.609 -0.945
O 3.069 -1.727 -1.116
H -2.686 -2.295 0.187
H -0.441 -1.464 -0.177
H -1.074 -0.860 1.612
H -1.565 1.062 0.780
H -1.435 0.741 -1.045
H 1.807 2.366 -1.360
H 2.188 1.174 1.470
```

Computed properties:
- LUMO energy: 0.24 eV
- Net charge: 0
- SMILES: O=CCCC1=C[C@@H]1ON=O
- E_HOMO: -9.81 eV


Arrangement B

Here is the molecule C6H7NO3 from the OMol25 dataset. Energies are from the ωB97M-V functional and the def2-TZVPD basis.

```
17
Properties=species:S:1:pos:R:3
O -0.686 1.668 -2.860
N -0.815 1.654 -1.650
O -1.545 2.396 -1.024
C -0.055 0.702 -0.911
C 0.099 0.862 0.581
C -0.564 -0.262 1.328
C 0.107 -1.275 1.860
O -0.513 -2.312 2.494
C 1.302 0.068 -1.889
C 0.233 -0.599 -1.616
H -0.348 1.820 0.861
H 1.161 0.900 0.837
H -1.641 -0.245 1.387
H 1.191 -1.309 1.820
H 0.130 -2.976 2.764
H 2.239 0.423 -2.216
H -0.294 -1.516 -1.765
```

Computed properties:
- LUMO energy: 0.38 eV
- Net charge: 0
- SMILES: O=[N+]([O-])C1(C/C=C/O)C=C1
- E_HOMO: -9.03 eV


Result of the stability comparison: arrangement A is the most stable of them.